(1)
A molecular structure, C55H121Hg2N10O19, computed with ωB97M-V/def2-TZVPD.

Energy ... -121143.67380 eV

ORCA input file:
```
! RIJCOSX wB97M-V def2-TZVPD def2/J DEFGRID3
* xyz -1 1
Hg 0.230 2.222 3.548
Hg -0.931 -3.230 -2.687
C -5.095 -3.754 -4.338
C -4.094 -3.537 -3.208
C -4.664 -4.113 -1.907
O -2.847 -4.046 -3.524
H -5.354 -4.802 -4.511
H -4.605 -3.376 -5.240
H -6.050 -3.249 -4.169
H -3.933 -2.465 -2.994
H -4.080 -3.846 -1.019
H -4.565 -5.206 -1.883
H -5.695 -3.782 -1.812
C 1.104 -0.288 0.071
C 0.256 -1.013 -0.749
C -1.248 -0.821 -0.645
O -2.054 -1.485 -1.359
C -1.796 0.055 0.273
C -0.964 0.823 1.100
C 0.620 0.604 1.036
O 1.357 1.259 1.797
O -1.377 1.636 1.946
O 0.710 -1.732 -1.668
H 2.177 -0.341 -0.068
H -2.857 0.225 0.348
C -0.069 -1.511 5.960
C 0.070 -1.871 7.318
C 0.305 -0.798 8.356
O 0.363 -1.070 9.537
C 0.457 0.544 7.938
C 0.588 0.828 6.570
C 0.250 -0.254 5.507
O 0.193 0.132 4.306
O 0.861 1.977 6.121
O -0.091 -3.031 7.634
H -0.279 -2.279 5.225
H 0.783 1.273 8.665
C -2.059 -0.657 -4.700
C -0.627 -0.938 -5.150
C 0.312 0.089 -4.503
O 0.209 1.308 -5.193
C 1.305 2.162 -4.897
N -0.133 -2.254 -4.717
H -2.180 -0.636 -3.615
H -2.680 -1.474 -5.082
H -2.363 0.320 -5.078
H -0.597 -0.797 -6.237
H 1.345 -0.305 -4.532
H 0.160 0.186 -3.420
H 1.233 3.023 -5.558
H 2.257 1.618 -4.919
H 1.205 2.538 -3.862
H -0.446 -2.985 -5.370
H 0.880 -2.324 -4.919
C -5.490 -0.090 -0.889
C -6.340 -0.703 0.262
C -7.812 -0.301 0.140
O -8.317 -0.874 -1.051
C -9.576 -0.375 -1.435
N -6.276 -2.232 0.199
H -4.455 0.105 -0.621
H -5.981 0.855 -1.125
H -5.408 -0.822 -1.691
H -5.911 -0.391 1.219
H -7.925 0.787 0.084
H -8.397 -0.677 0.986
H -9.668 0.704 -1.300
H -10.375 -0.920 -0.912
H -9.719 -0.636 -2.486
H -5.606 -2.489 -0.518
H -7.129 -2.318 -0.355
C 4.574 -3.877 1.292
C 3.847 -2.538 1.285
C 3.040 -2.270 2.529
O 3.766 -2.671 3.671
C 3.183 -2.224 4.874
N 4.872 -1.497 1.046
H 3.815 -4.655 1.423
H 5.226 -3.902 2.164
H 5.076 -4.059 0.346
H 3.216 -2.485 0.390
H 2.088 -2.846 2.456
H 2.589 -1.281 2.696
H 2.463 -1.414 4.778
H 4.022 -1.877 5.489
H 2.751 -3.024 5.480
H 5.586 -1.580 1.764
H 4.607 -0.527 0.975
C -0.755 5.591 5.321
C -1.599 4.686 4.430
C -1.360 4.797 2.918
O -0.038 4.369 2.632
C 0.301 4.759 1.314
N -1.411 3.284 4.918
H -0.821 6.661 5.083
H 0.304 5.360 5.186
H -1.053 5.522 6.365
H -2.651 4.972 4.599
H -1.619 5.820 2.633
H -2.067 4.128 2.414
H 1.219 4.321 0.921
H 0.534 5.833 1.313
H -0.430 4.583 0.531
H -2.296 2.852 4.598
H -1.443 3.177 5.927
C -3.758 -0.723 3.848
C -4.615 0.530 3.829
C -5.419 0.615 5.156
O -6.218 -0.525 5.372
C -7.295 -0.652 4.497
N -3.810 1.770 3.688
H -3.131 -0.807 4.741
H -3.086 -0.764 2.985
H -4.415 -1.591 3.813
H -5.255 0.432 2.939
H -6.018 1.531 5.269
H -4.566 0.659 5.840
H -7.817 -1.576 4.757
H -6.929 -0.774 3.479
H -8.068 0.107 4.653
H -3.197 1.587 2.892
H -4.487 2.495 3.461
C 3.945 -2.049 -3.285
C 4.030 -2.481 -4.750
C 5.152 -3.507 -5.001
O 5.069 -4.540 -4.044
C 6.292 -5.054 -3.494
N 2.693 -2.945 -5.241
H 3.982 -2.859 -2.553
H 3.054 -1.456 -3.073
H 4.819 -1.422 -3.071
H 4.256 -1.532 -5.244
H 6.062 -2.909 -4.835
H 5.036 -3.906 -6.017
H 6.974 -4.242 -3.225
H 6.831 -5.723 -4.176
H 5.890 -5.617 -2.651
H 2.678 -2.889 -6.265
H 2.767 -3.965 -5.121
C -1.227 2.548 -2.368
C -1.839 3.911 -2.004
C -0.819 4.994 -2.272
O 0.398 4.835 -1.590
C 1.445 5.570 -2.194
N -3.155 4.053 -2.654
H -0.764 2.608 -3.361
H -1.920 1.709 -2.360
H -0.421 2.339 -1.662
H -2.041 3.799 -0.932
H -1.312 5.898 -1.861
H -0.707 5.120 -3.357
H 1.645 5.238 -3.222
H 2.263 5.649 -1.492
H 1.054 6.582 -2.426
H -3.208 4.866 -3.258
H -3.284 3.214 -3.202
C 4.330 2.053 3.762
C 3.777 3.469 3.799
C 3.879 4.143 2.443
O 3.182 5.369 2.492
C 3.682 6.340 1.573
N 2.328 3.355 4.165
H 3.665 1.405 3.182
H 4.346 1.632 4.767
H 5.282 1.990 3.225
H 4.301 4.088 4.538
H 3.307 3.527 1.733
H 4.928 4.173 2.133
H 3.490 5.936 0.556
H 4.763 6.429 1.725
H 3.168 7.298 1.576
H 2.371 3.182 5.176
H 1.951 4.305 4.091
C 4.208 3.106 -3.196
C 4.790 1.764 -2.814
C 6.241 1.519 -3.150
O 6.463 1.638 -4.539
C 6.229 0.450 -5.254
N 4.447 1.303 -1.419
H 4.662 3.513 -4.096
H 4.563 3.772 -2.392
H 3.122 3.134 -3.204
H 4.182 0.965 -3.283
H 6.523 0.549 -2.715
H 6.959 2.230 -2.733
H 5.155 0.204 -5.168
H 6.817 -0.397 -4.893
H 6.268 0.641 -6.327
H 4.775 0.347 -1.301
H 3.437 1.248 -1.326
C 1.630 -5.050 -0.791
C 0.650 -5.824 -1.646
C -0.754 -5.949 -1.029
O -1.101 -4.632 -0.672
C -1.633 -4.429 0.668
N 0.562 -5.088 -2.956
H 1.880 -5.543 0.156
H 1.232 -4.109 -0.403
H 2.553 -4.834 -1.329
H 1.069 -6.806 -1.898
H -0.778 -6.705 -0.246
H -1.441 -6.290 -1.814
H -2.718 -4.326 0.595
H -1.277 -3.425 0.902
H -1.327 -5.237 1.321
H 1.514 -5.002 -3.312
H 0.150 -5.749 -3.622
*
```



(2)
10 unconnected molecules or ions with the total composition C55H122F12N11O3P3, computed with ωB97M-V/def2-TZVPD.

Energy ... -141975.06096 eV

ORCA input file:
```
! RIJCOSX wB97M-V def2-TZVPD def2/J DEFGRID3
* xyz 6 1
C -2.845 -21.111 -1.011
N -2.002 -20.467 -2.174
C -2.762 -20.916 -3.417
C -2.130 -18.926 -2.078
C -0.574 -20.993 -1.891
C 0.435 -20.450 -2.921
O 0.241 -21.141 -4.154
H -2.518 -22.149 -0.984
H -3.926 -21.174 -1.128
H -2.586 -20.573 -0.101
H -3.779 -20.532 -3.335
H -2.787 -22.003 -3.477
H -2.387 -20.492 -4.347
H -3.186 -18.668 -2.056
H -1.550 -18.542 -2.915
H -1.575 -18.732 -1.160
H -0.454 -22.060 -1.723
H -0.367 -20.385 -1.008
H 1.438 -20.590 -2.514
H 0.403 -19.371 -3.084
H 0.779 -20.750 -4.849
C -8.731 -21.526 3.279
N -7.891 -22.787 3.017
C -6.910 -23.094 4.156
C -8.907 -23.957 2.926
C -7.149 -22.589 1.653
C -5.903 -23.439 1.487
O -5.414 -23.285 0.150
H -9.402 -21.234 2.473
H -8.098 -20.718 3.645
H -9.354 -21.733 4.150
H -6.352 -23.989 3.884
H -7.403 -23.240 5.116
H -6.150 -22.318 4.248
H -9.455 -23.792 1.999
H -9.532 -23.849 3.809
H -8.246 -24.808 2.774
H -6.836 -21.551 1.769
H -7.897 -22.641 0.864
H -6.107 -24.496 1.672
H -5.134 -23.160 2.208
H -4.581 -23.761 0.082
C -7.302 -18.756 5.957
N -6.997 -17.333 6.405
C -6.777 -17.320 7.938
C -5.668 -17.075 5.678
C -8.120 -16.361 6.104
C -8.392 -16.074 4.661
O -7.382 -15.093 4.253
H -6.482 -19.405 6.260
H -7.352 -18.668 4.873
H -8.196 -19.014 6.523
H -6.513 -16.288 8.160
H -5.977 -18.029 8.139
H -7.743 -17.615 8.344
H -4.855 -17.746 5.947
H -5.384 -16.024 5.719
H -5.851 -17.178 4.607
H -7.916 -15.490 6.727
H -8.953 -16.880 6.581
H -9.384 -15.664 4.467
H -8.260 -16.897 3.956
H -7.571 -14.974 3.317
C -7.409 -15.507 -2.816
C -5.982 -15.499 -2.328
N -5.029 -14.815 -3.220
C -4.884 -13.471 -3.433
C -3.972 -13.332 -4.475
N -3.541 -14.570 -4.899
C -4.282 -15.473 -4.135
C -2.539 -14.799 -5.926
H -7.581 -16.191 -3.647
H -7.813 -14.551 -3.149
H -8.061 -15.745 -1.974
H -5.629 -16.497 -2.068
H -5.960 -14.954 -1.384
H -5.425 -12.678 -2.942
H -3.504 -12.470 -4.924
H -4.197 -16.544 -4.238
H -3.037 -15.389 -6.695
H -1.710 -15.387 -5.532
H -2.108 -13.902 -6.368
C -1.390 -22.545 3.163
C -2.332 -21.373 3.149
N -1.928 -20.345 4.158
C -1.421 -19.107 3.887
C -0.999 -18.474 5.019
N -1.319 -19.315 6.055
C -1.879 -20.425 5.536
C -1.189 -19.100 7.491
H -0.318 -22.354 3.158
H -1.651 -23.130 2.280
H -1.597 -23.201 4.010
H -3.372 -21.658 3.307
H -2.336 -20.951 2.145
H -1.434 -18.812 2.850
H -0.443 -17.564 5.179
H -2.220 -21.300 6.067
H -0.431 -19.795 7.853
H -2.090 -19.454 7.990
H -0.927 -18.063 7.681
C -6.961 -19.945 -1.564
C -8.199 -19.245 -2.065
N -9.074 -18.945 -0.915
C -8.758 -18.275 0.242
C -9.883 -18.304 1.058
N -10.841 -19.047 0.428
C -10.348 -19.411 -0.793
C -12.207 -19.338 0.879
H -6.281 -20.237 -2.363
H -7.179 -20.857 -1.008
H -6.513 -19.245 -0.860
H -8.740 -19.799 -2.834
H -8.050 -18.326 -2.634
H -7.790 -17.828 0.400
H -10.146 -17.792 1.970
H -10.872 -19.934 -1.579
H -12.865 -19.612 0.055
H -12.525 -18.372 1.267
H -12.269 -20.188 1.557
C -1.275 -15.695 -1.397
C -1.357 -14.484 -0.475
N -2.703 -14.124 -0.091
C -3.626 -14.895 0.567
C -4.763 -14.130 0.768
N -4.504 -12.823 0.352
C -3.267 -12.874 -0.266
C -5.514 -11.756 0.368
H -1.778 -16.549 -0.946
H -0.234 -15.975 -1.563
H -1.621 -15.584 -2.427
H -0.957 -13.619 -1.006
H -0.758 -14.556 0.432
H -3.326 -15.852 0.966
H -5.642 -14.249 1.382
H -2.809 -12.097 -0.859
H -5.394 -11.054 -0.456
H -5.385 -11.154 1.268
H -6.511 -12.192 0.354
C 1.689 -11.697 10.671
C 2.874 -12.498 10.040
C 2.845 -12.459 8.504
C 1.570 -12.913 7.807
P 1.460 -12.885 5.994
C 2.916 -13.817 5.336
C 3.489 -13.355 3.977
C 4.674 -14.254 3.489
C 4.424 -15.797 3.393
C 1.584 -11.149 5.398
C 0.989 -9.984 6.279
C -0.483 -10.146 6.696
C -0.937 -9.073 7.735
C -0.094 -13.693 5.476
C -0.268 -13.813 3.888
C -1.739 -13.886 3.498
C -2.548 -15.101 3.946
H 0.872 -12.301 11.063
H 1.293 -11.003 9.929
H 2.102 -11.138 11.510
H 3.026 -13.490 10.466
H 3.779 -11.985 10.364
H 3.626 -13.156 8.195
H 3.147 -11.450 8.219
H 0.698 -12.372 8.183
H 1.365 -13.906 8.214
H 2.765 -14.897 5.372
H 3.687 -13.746 6.107
H 3.781 -12.304 3.957
H 2.745 -13.297 3.178
H 5.571 -14.060 4.076
H 4.843 -13.955 2.454
H 4.459 -16.259 4.381
H 5.299 -16.195 2.881
H 3.479 -16.061 2.920
H 1.150 -11.141 4.398
H 2.651 -10.927 5.353
H 1.231 -9.014 5.844
H 1.502 -9.895 7.239
H -0.648 -11.151 7.094
H -1.194 -10.244 5.871
H -1.984 -9.304 7.929
H -0.987 -8.076 7.297
H -0.233 -9.118 8.563
H -0.934 -13.120 5.874
H -0.259 -14.595 6.066
H 0.139 -14.737 3.474
H 0.170 -13.005 3.303
H -1.694 -13.881 2.406
H -2.364 -13.047 3.811
H -2.295 -15.314 4.987
H -2.390 -16.017 3.374
H -3.621 -14.912 3.900
P 0.750 -17.848 1.183
F 0.753 -17.507 2.722
F 1.007 -16.256 0.998
F 2.425 -18.049 1.273
F 0.885 -18.078 -0.430
F 0.499 -19.431 1.362
F -0.867 -17.684 0.964
P -4.981 -18.519 1.877
F -3.407 -18.658 1.671
F -5.035 -17.805 0.408
F -5.176 -19.966 1.123
F -6.568 -18.317 2.237
F -4.683 -19.281 3.283
F -4.675 -17.092 2.527
*
```



| no. | LUMO level (hartree) |
| --- | --- |
| 1 | 0.0491 |
| 2 | -0.4098 |